{
  "formula": "C3H9NO2",
  "method": "ωB97M-V/def2-TZVPD",
  "species": ["C", "N", "C", "C", "O", "H", "H", "H", "H", "H", "H", "H", "H", "H", "O"],
  "xyz": [[0.18099, -0.75934, 0.69732], [-0.98623, -0.35924, 0.06274], [-1.67990, 0.94817, 0.35523], [-1.74319, -1.30659, -0.87306], [0.94980, -0.22753, 1.53869], [0.38886, -1.79426, 0.41719], [-1.00463, 1.57155, 0.98949], [-2.69273, 0.52740, 0.65613], [-1.90274, 1.42180, -0.63000], [-2.43355, -1.98492, -0.24622], [-0.95970, -2.02096, -1.34553], [-2.27383, -0.80641, -1.68750], [4.93766, 0.90967, 0.34010], [4.17680, 2.16395, -0.04710], [5.04240, 1.71672, -0.22747]],
  "gap_ha": 0.3730,
  "lumo_energy_ev": 0.63,
  "smiles": "CN(C)C=O.O"
}

=====

{
  "formula": "C3H9NO2S2",
  "method": "ωB97M-V/def2-TZVPD",
  "species": ["S", "S", "C", "C", "C", "N", "O", "H", "H", "H", "H", "H", "H", "H", "H", "H", "O"],
  "xyz": [[0.35713, 1.30784, 3.19553], [1.50926, -1.41375, 1.05261], [-0.14707, -0.68770, 0.56548], [-0.66996, -1.42525, -0.60506], [-0.83515, -0.67216, -1.83115], [-1.10074, -1.26345, -3.15647], [-1.03722, 0.58306, -1.86580], [1.15392, 1.89505, 4.27666], [0.08542, 0.25450, 0.29321], [-0.86657, -0.68874, 1.37436], [-0.77671, -2.56049, -0.69388], [1.29154, -0.72933, 2.24330], [-0.67474, -0.69699, -3.95376], [-0.94521, -2.30034, -3.13769], [0.42007, 2.97550, 0.12404], [0.97077, 2.63495, 1.50148], [1.26527, 2.78729, 0.61713]],
  "gap_ha": 0.1296,
  "lumo_energy_ev": -4.46
}

=====

{
  "formula": "C3H9NO2S2",
  "method": "ωB97M-V/def2-TZVPD",
  "species": ["S", "S", "C", "C", "C", "N", "O", "H", "H", "H", "H", "H", "H", "H", "H", "H", "O"],
  "xyz": [[3.37407, -1.78492, -1.27110], [1.39673, -2.08452, -1.38028], [0.38466, -0.71109, -1.06839], [-0.99962, -1.10114, -0.50972], [-1.76508, 0.13002, -0.05608], [-1.26959, 1.43103, -0.27031], [-2.89678, 0.01550, 0.35088], [3.81524, -1.39163, 0.00807], [0.93147, 0.00450, -0.41021], [0.19530, -0.20977, -1.97557], [-0.97706, -1.91823, 0.15847], [-1.51397, -1.53736, -1.28237], [-0.28783, 1.49636, -0.24764], [-1.85092, 2.22087, 0.08698], [1.11842, 1.37899, 2.79124], [0.13400, 2.51358, 2.49072], [0.21097, 1.54782, 2.58530]],
  "gap_ha": 0.3296,
  "lumo_energy_ev": 0.20,
  "smiles": "NC(=O)CCSS.O"
}

=====

{
  "formula": "C3H9NO3",
  "method": "ωB97M-V/def2-TZVPD",
  "species": ["O", "C", "O", "C", "C", "N", "H", "H", "H", "H", "H", "H", "H", "H", "H", "O"],
  "xyz": [[1.20984, -0.75310, -1.30506], [0.19889, -0.15621, -0.74771], [-0.67682, -0.80261, 0.06551], [0.18938, 1.33717, -0.29317], [-1.07726, 1.92302, -0.95662], [0.37352, 1.63523, 1.11622], [-0.49468, -1.74210, 0.31679], [1.03373, 1.62963, -0.95448], [-1.13812, 1.63900, -2.08858], [-2.00745, 1.49537, -0.58344], [-1.15973, 2.98135, -0.86743], [0.57480, 2.69004, 0.94083], [-0.50037, 1.46848, 1.69600], [0.79660, -2.74737, 2.05743], [0.12614, -3.30648, 0.83011], [0.00302, -2.71658, 1.59258]],
  "gap_ha": 0.3685,
  "lumo_energy_ev": 0.49,
  "smiles": "C[C@@H](N)C(=O)O.O"
}

=====

{
  "formula": "C3H9NO3",
  "method": "ωB97M-V/def2-TZVPD",
  "species": ["O", "C", "O", "C", "C", "N", "H", "H", "H", "H", "H", "H", "H", "H", "H", "O"],
  "xyz": [[0.65203, 1.59817, -0.85394], [-0.03934, 0.87246, -0.17246], [0.04996, 0.92448, 1.25362], [-1.10607, -0.03114, -0.68414], [-0.64049, -0.69213, -1.98207], [-1.62209, -0.85226, 0.36538], [-0.85285, 1.04703, 1.50884], [-1.95968, 0.54261, -1.12871], [-0.12471, 0.02681, -2.68621], [-0.01667, -1.58549, -1.72011], [-1.48608, -1.10044, -2.53413], [-2.17653, -1.52063, -0.02587], [-0.74883, -1.47768, 0.65080], [2.30404, -1.55112, 2.46764], [1.86339, -0.44592, 1.51311], [2.45651, -1.13071, 1.65395]],
  "gap_ha": 0.4042,
  "lumo_energy_ev": 0.50,
  "smiles": "C[C@@H](N)C(=O)O.O"
}

=====

{
  "formula": "C3H9NO3",
  "method": "ωB97M-V/def2-TZVPD",
  "species": ["C", "C", "C", "N", "O", "O", "O", "H", "H", "H", "H", "H", "H", "H", "H", "H"],
  "xyz": [[-0.78529, 0.22552, -0.87012], [0.17415, 0.03170, 1.71406], [0.99139, -0.97628, 0.17384], [0.03570, -0.94664, -0.84850], [-0.05766, 1.35617, -1.25363], [-1.93323, 0.02340, -1.61526], [0.83754, 1.27562, 1.75557], [0.54311, 1.11947, -1.97445], [-1.72826, 0.17029, -2.54593], [0.57970, 1.78766, 0.97835], [-0.54074, -1.77915, -0.88553], [-0.94949, 0.41196, 0.32412], [-0.86314, 0.07857, 2.07266], [0.63041, -0.57626, 2.49363], [1.30454, -1.98160, 0.43038], [1.76126, -0.22043, 0.05080]],
  "gap_ha": 0.3361,
  "lumo_energy_ev": 0.66
}

=====

{
  "formula": "C3H9NO3",
  "method": "ωB97M-V/def2-TZVPD",
  "species": ["C", "C", "C", "O", "O", "N", "H", "H", "H", "H", "H", "H", "H", "H", "H", "O"],
  "xyz": [[0.47211, -0.54456, 0.40736], [-0.75154, -1.49270, -0.11828], [-1.84179, -1.63297, 0.90471], [-3.01546, -1.25817, 0.45773], [-1.62593, -2.18356, 1.95136], [0.42510, 0.33518, 1.66572], [1.28161, -1.20432, 0.67422], [0.86081, 0.04191, -0.52534], [-0.98875, -1.00516, -1.07789], [-0.35433, -2.50482, -0.22608], [-3.51984, -1.72381, -0.22822], [1.21561, -0.00233, 2.25124], [0.69122, 1.33003, 1.30516], [1.74974, 3.49698, -2.13547], [2.80663, 4.26233, -3.11651], [2.59481, 4.08597, -2.18973]],
  "gap_ha": 0.3648,
  "lumo_energy_ev": 0.36,
  "smiles": "NCCC(=O)O.O"
}

=====

{
  "formula": "C3H9NO3",
  "method": "ωB97M-V/def2-TZVPD",
  "species": ["C", "N", "C", "C", "O", "O", "H", "H", "H", "H", "H", "H", "H", "H", "H", "O"],
  "xyz": [[1.00838, -1.75730, -0.90664], [0.14983, -0.89131, -0.30661], [0.56076, -0.34780, 0.99205], [-0.16157, 0.94905, 1.29888], [0.61867, 1.70397, 2.21593], [0.87143, -2.22985, -2.01130], [1.81358, -2.09992, -0.23438], [-0.44324, -0.33965, -0.91956], [1.62924, -0.13140, 0.95872], [0.41446, -1.06934, 1.79208], [-1.14139, 0.64857, 1.67539], [-0.31953, 1.52990, 0.38550], [-0.00418, 2.21535, 2.75033], [-2.06248, 1.27532, -2.40162], [-1.31130, 0.10628, -3.07014], [-1.62267, 0.43814, -2.21864]],
  "gap_ha": 0.3679,
  "lumo_energy_ev": 0.52,
  "smiles": "O=CNCCO.O"
}

=====

{
  "formula": "C3H9NO3",
  "method": "ωB97M-V/def2-TZVPD",
  "species": ["O", "C", "C", "N", "C", "O", "H", "H", "H", "H", "H", "H", "H", "H", "H", "O"],
  "xyz": [[-1.36728, -0.02865, -0.35756], [-0.45719, -0.36341, 0.34423], [0.81246, -0.99838, -0.15207], [1.46559, -0.09497, -1.13912], [1.72082, 1.24844, -0.72734], [3.05780, 1.38333, -0.16263], [-0.41134, 0.06939, 1.36977], [0.53772, -1.89915, -0.71543], [1.55445, -1.36151, 0.55127], [0.83597, -0.01433, -1.93396], [1.66890, 1.92612, -1.57475], [1.08240, 1.69081, 0.05381], [3.32248, 2.28041, -0.33888], [-5.02558, -1.29461, 0.93480], [-4.54365, -1.13361, 2.36684], [-4.25353, -1.40987, 1.48102]],
  "gap_ha": 0.3740,
  "lumo_energy_ev": 0.87,
  "smiles": "O=CCNCO.O"
}

=====

{
  "formula": "C3H9NO4",
  "method": "ωB97M-V/def2-TZVPD",
  "species": ["O", "C", "O", "C", "C", "O", "N", "H", "H", "H", "H", "H", "H", "H", "H", "H", "O"],
  "xyz": [[-2.23999, 0.63779, 1.49607], [-1.23075, 0.02644, 1.54887], [-1.09877, -1.20474, 2.01538], [0.27932, 0.46751, 1.00545], [0.06134, 1.42772, -0.24612], [-0.50992, 0.68644, -1.35430], [1.16145, -0.75364, 0.68242], [-1.83307, -1.79519, 2.06151], [0.75228, 0.92407, 1.82996], [0.83366, 1.91498, -0.75252], [-0.57857, 2.33801, -0.07898], [-1.16138, 0.03285, -1.03604], [0.79102, -1.20243, -0.16692], [1.06164, -1.56966, 1.30738], [1.61958, -0.71110, -2.05112], [0.60524, -0.53695, -3.19828], [1.48694, -0.68212, -3.06276]],
  "gap_ha": 0.3729,
  "lumo_energy_ev": 0.22,
  "smiles": "N[C@@H](CO)C(=O)O.O"
}

=====

{
  "formula": "C3H9NOS",
  "method": "ωB97M-V/def2-TZVPD",
  "species": ["C", "O", "C", "C", "S", "N", "H", "H", "H", "H", "H", "H", "H", "H", "H"],
  "xyz": [[-0.91520, -0.58290, 0.94634], [-1.85301, -1.36486, 0.25041], [0.17826, -0.18075, -0.04929], [-0.30868, 0.75756, -1.12207], [3.16809, 0.35742, -1.19804], [1.28821, 0.34175, 0.76067], [-0.40585, -1.10583, 1.75516], [-1.40225, 0.30231, 1.38752], [-2.38298, -1.90161, 0.84330], [0.49224, -1.13211, -0.45718], [-0.38175, 1.79196, -0.76923], [0.36170, 0.76124, -1.97632], [-1.26717, 0.43369, -1.52530], [1.22836, 1.34963, 0.84171], [2.20002, 0.17249, 0.31231]],
  "gap_ha": 0.2398,
  "lumo_energy_ev": -2.93
}

=====

{
  "formula": "C3H9NOS",
  "method": "ωB97M-V/def2-TZVPD",
  "species": ["C", "C", "C", "N", "O", "S", "H", "H", "H", "H", "H", "H", "H", "H", "H"],
  "xyz": [[-1.64190, -1.43887, -0.30686], [2.26773, 0.44248, 1.53406], [-1.09185, 1.20305, -0.55412], [2.23423, 0.53998, 0.28342], [0.29057, -0.70689, -1.87568], [-0.22725, -0.39606, -0.54195], [-2.06716, -1.60051, -1.41090], [-2.56077, -1.12944, 0.24349], [3.18628, 0.15117, 2.17008], [1.47188, 0.89855, 2.15834], [-1.30722, -2.42201, 0.17914], [-0.39712, 1.88596, -1.00419], [-1.94863, 0.99912, -1.21593], [-1.35332, 1.37966, 0.43887], [3.14456, 0.19382, -0.09776]],
  "gap_ha": 0.3360,
  "lumo_energy_ev": 0.84
}

=====

{
  "formula": "C3H9NOS",
  "method": "ωB97M-V/def2-TZVPD",
  "species": ["C", "C", "S", "H", "H", "H", "H", "H", "H", "C", "N", "O", "H", "H", "H"],
  "xyz": [[-1.08702, 0.49385, -0.72252], [-2.42112, 1.05592, -1.02636], [-3.59768, -0.52679, -0.68291], [-0.53666, 0.18584, -1.71367], [-0.96579, -0.50658, -0.24803], [-0.31912, 1.19525, -0.44119], [-2.87828, 1.88033, -0.40100], [-2.55506, 1.27550, -2.12351], [-2.76649, -1.45466, -1.15497], [2.70039, -0.69969, 2.11017], [3.09447, -0.61298, 0.76036], [3.00348, 0.18586, 2.82261], [2.02393, -1.47607, 2.37461], [2.67774, -1.14712, 0.12712], [3.62723, 0.15134, 0.31927]],
  "gap_ha": 0.3581,
  "lumo_energy_ev": 0.63,
  "smiles": "NC=O.CCS"
}

=====

{
  "formula": "C3H9NOS",
  "method": "ωB97M-V/def2-TZVPD",
  "species": ["C", "C", "C", "N", "O", "S", "H", "H", "H", "H", "H", "H", "H", "H", "H"],
  "xyz": [[2.25611, 0.12349, -0.24074], [0.84804, -0.48323, 0.24356], [-0.39995, 0.28701, -0.16769], [-1.59526, -0.42477, 0.44121], [-0.37928, 1.61839, 0.23259], [-3.16768, -0.17021, -0.11689], [2.44172, 1.22363, -0.27448], [3.15831, -0.24303, 0.25596], [2.32498, -0.11370, -1.23237], [0.64118, -1.44727, -0.00711], [0.77331, -0.36887, 1.26676], [-0.70157, 0.06345, -1.16550], [-1.37450, -0.46610, 1.42506], [-1.20413, 1.83722, -0.13114], [-3.62127, -1.43602, -0.52922]],
  "gap_ha": 0.3703,
  "lumo_energy_ev": 0.80,
  "smiles": "CC[C@H](O)NS"
}

=====

{
  "formula": "C3H9NOS",
  "method": "ωB97M-V/def2-TZVPD",
  "species": ["C", "C", "C", "N", "O", "S", "H", "H", "H", "H", "H", "H", "H", "H", "H"],
  "xyz": [[-1.38691, 0.23850, -1.73400], [1.93398, 0.70605, 0.56255], [-0.66465, -0.61544, 1.37990], [-0.14780, 0.68388, -1.19325], [0.81241, -1.80250, -0.47867], [0.40782, -0.15538, -0.03156], [-2.25443, 0.38401, -1.04504], [-1.31820, -0.80344, -1.84208], [-1.55108, 0.74294, -2.63785], [2.74534, 0.14330, 0.14578], [1.92812, 1.83009, 0.38782], [1.98864, 0.59214, 1.65792], [-0.75755, 0.37643, 1.92133], [-1.59408, -0.91054, 1.02481], [-0.14162, -1.41004, 1.88236]],
  "gap_ha": 0.3453,
  "lumo_energy_ev": 0.56,
  "smiles": "CN=S(C)(C)=O"
}

=====

{
  "formula": "C3H9NOS",
  "method": "ωB97M-V/def2-TZVPD",
  "species": ["C", "C", "S", "N", "C", "O", "H", "H", "H", "H", "H", "H", "H", "H", "H"],
  "xyz": [[-0.12525, 1.04951, 0.25154], [-0.61002, 0.21879, 1.52535], [0.75031, -0.17388, 2.64970], [-0.52178, 0.42080, -0.97409], [0.32484, -0.44878, -1.71423], [0.29076, -1.74114, -1.21083], [0.92870, 1.07425, 0.24197], [-0.49622, 2.06592, 0.27514], [-1.28289, 0.76497, 2.15711], [-1.10961, -0.70340, 1.20615], [1.42198, -1.00663, 1.81862], [-1.30427, 0.85055, -1.47220], [1.32154, -0.07987, -1.73170], [-0.03253, -0.53234, -2.76304], [0.44444, -1.75876, -0.25948]],
  "gap_ha": [0.3883, 0.1876],
  "total_charge": 1,
  "lumo_energy_ev": [-3.35, -8.55],
  "multiplicity": 2
}

=====

Relative energy (zero: lowest compared OMol25 entry of this formula, charge and spin) readings, ordered: 190.3; 620.3; 123.6; 222.6; 160.6; 371.2; 256.0; 121.4; 249.7; 154.8; 407.5; 294.8; 176.0; 207.8; 434.5; 82.6 kJ/mol